A structure of composition C6H13NO in a non-equilibrium geometry, computed with wB97M-V/def2-TZVPD.

Each line ends with the Löwdin charge.
Positions of all 21 atoms, in Å:
C 5.56 -1.22 0.04  -0.018
O -5.99 0.96 0.06  -0.436
C 5.24 0.22 -0.25  -0.400
C -1.74 1.38 0.01  0.163
C -1.53 0.02 -0.32  -0.121
C -2.49 -0.98 -0.04  0.011
C -3.94 -0.72 0.17  -0.107
N 4.88 1.15 0.68  0.008
H 5.99 -1.29 1.11  0.108
H 4.35 -0.72 -0.14  0.145
H 5.81 -1.97 -0.73  0.063
H 5.62 0.71 -1.12  0.089
H -0.94 2.09 -0.16  0.073
H -2.72 1.76 0.22  0.070
H -0.57 -0.18 -0.75  0.091
H -2.09 -1.98 -0.16  0.107
H -4.51 -1.42 0.74  0.091
H -4.04 0.21 0.66  0.029
H -4.37 -0.52 -0.81  0.110
H -6.59 1.67 -0.35  -0.081
H 4.05 0.84 1.15  0.004

Values from the calculation:
F_max   0.095 Eh/bohr
LUMO energy   -0.108 Ha
HOMO level   -7.1 eV
Relative energy (zero: lowest compared OMol25 entry of this formula, charge and spin)   259.0 kcal per mole
Frontier orbital gap   4.150 eV
Energy   -9959.9440 eV